## A
{"formula": "C2H4N3P", "method": "ωB97M-V/def2-TZVPD", "elements": ["C", "C", "N", "N", "N", "P", "H", "H", "H", "H"], "coordinates": [[1.3943, -0.8580, -0.0041], [-0.1071, -0.7414, -0.0344], [2.2211, 0.0773, 0.3654], [2.9725, 0.7785, 0.7673], [-0.7305, 0.2338, 0.4559], [-2.3046, 0.6517, 0.3127], [1.8429, -1.5395, -0.7683], [-0.7396, -1.4664, -0.6167], [-2.5599, 0.9566, -1.0419], [-1.9890, 1.9074, 0.5642]], "mulliken_charge": [-0.336, 0.158, 0.539, -0.503, -0.387, -0.129, 0.231, 0.336, 0.042, 0.049], "orbital_gap_ev": 8.68, "homo_energy_ev": -8.191, "total_charge": 0}



## B
{"formula": "C2H4N3P", "method": "ωB97M-V/def2-TZVPD", "elements": ["C", "N", "N", "N", "C", "P", "H", "H", "H", "H"], "coordinates": [[-1.6719, 0.1209, 0.0193], [-0.2186, 0.1014, 0.3229], [0.3004, -1.0917, 0.2783], [1.5830, -1.1730, 0.0620], [2.0615, 0.0466, -0.0946], [0.8425, 1.3627, 0.0375], [-2.1427, 1.0145, 0.5034], [-1.7550, 0.0785, -1.1518], [-2.0966, -0.7990, 0.4871], [3.0973, 0.3391, -0.4640]], "mulliken_charge": [-0.639, 0.425, -0.310, -0.397, -0.148, -0.078, 0.270, 0.258, 0.291, 0.327], "orbital_gap_ev": 9.46, "homo_energy_ev": -9.239, "total_charge": 0, "smiles": "Cn1nncp1"}



It comes down to B, which is 0.0522 hartree more stable than the next structure.



## A
{"formula": "C3H9NO3S", "method": "ωB97M-V/def2-TZVPD", "elements": ["O", "C", "O", "N", "C", "C", "S", "H", "H", "H", "H", "H", "H", "H", "O", "H", "H"], "coordinates": [[-2.4648, 1.0347, 1.5705], [-1.2808, 0.7599, 1.6521], [-0.5037, 0.7575, 2.7772], [-0.3061, 0.7265, 0.6059], [-0.7928, 0.7080, -0.8206], [0.3336, 0.9802, -1.7478], [-0.1882, 0.7479, -3.5290], [-0.8234, 1.1488, 3.6409], [0.5577, 0.2534, 0.8793], [-1.1036, -0.2707, -1.1202], [-1.6003, 1.4350, -0.8098], [0.4885, 2.0027, -1.5804], [1.2835, 0.5179, -1.4941], [0.9209, 0.4419, -4.1518], [1.6641, -3.7932, 1.0629], [1.2767, -4.0714, 1.8741], [2.5388, -3.3790, 1.1907]], "mulliken_charge": [-0.550, 0.500, -0.511, -0.172, -0.478, -0.675, -0.232, 0.348, 0.248, 0.311, 0.288, 0.394, 0.407, 0.120, -0.640, 0.317, 0.322], "orbital_gap_ev": 9.71, "homo_energy_ev": -9.301, "total_charge": 0, "smiles": "O=C(O)NCCS.O"}



## B
{"formula": "C3H9NO3S", "method": "ωB97M-V/def2-TZVPD", "elements": ["O", "S", "O", "O", "C", "N", "C", "C", "H", "H", "H", "H", "H", "H", "H", "H", "H"], "coordinates": [[2.5706, 2.2618, -1.7602], [2.4037, 0.8367, -1.6183], [3.5718, 0.0504, -1.3833], [1.0641, 0.3924, -1.1812], [0.2124, -0.5072, 1.4278], [-0.4882, -0.1625, 0.2398], [-1.1442, -1.3444, -0.4211], [-1.2301, 1.0020, 0.3639], [1.1127, -1.0186, 1.0652], [0.3326, 0.3627, 1.9555], [-0.3836, -1.1611, 2.0743], [-1.1878, -1.2769, -1.4873], [-0.4392, -2.1717, -0.2516], [-2.0750, -1.5128, 0.0153], [-1.6559, 1.3248, -0.5213], [-2.0988, 1.0902, 1.0892], [-0.5649, 1.8341, 0.3932]], "mulliken_charge": [-0.429, 0.910, -0.419, -0.218, -1.121, 0.260, -1.045, -1.212, 0.301, 0.439, 0.333, 0.275, 0.361, 0.367, 0.467, 0.313, 0.419], "orbital_gap_ev": [6.49, 6.50], "homo_energy_ev": [-8.083, -8.086], "total_charge": 0, "smiles": "O=S(=O)=O.CN(C)C"}



It comes down to A, which is 0.1207 hartree more stable than the next structure.



## A
{"formula": "CH3N5", "method": "ωB97M-V/def2-TZVPD", "elements": ["H", "N", "C", "N", "N", "N", "N", "H", "H"], "coordinates": [[-2.4502, 0.7641, -0.1461], [-2.0316, -0.1170, 0.0379], [-0.7848, -0.0688, -0.0374], [0.1011, -1.2017, 0.0338], [1.2541, -0.7808, 0.0153], [1.3892, 0.5897, -0.1309], [0.0469, 1.0826, -0.0830], [2.0054, 0.8914, 0.6242], [-0.1650, 1.7481, 0.6343]], "mulliken_charge": [0.253, -0.587, 0.516, -0.165, -0.182, -0.114, -0.272, 0.276, 0.274], "orbital_gap_ev": 9.79, "homo_energy_ev": -9.468, "total_charge": 0, "smiles": "[H]/N=c1/nn[nH][nH]1"}



## B
{"formula": "CH3N5", "method": "ωB97M-V/def2-TZVPD", "elements": ["C", "H", "H", "H", "N", "N", "N", "N", "N"], "coordinates": [[0.6233, -0.5710, -0.0865], [0.4592, -1.8074, -1.6293], [-0.9313, 1.9669, 0.8670], [-1.3147, 0.2028, -1.4485], [0.8631, -1.7167, -0.6419], [1.0630, -0.1181, 1.1450], [0.4004, 0.8953, 1.4761], [-0.7883, 0.8829, 0.7963], [-0.3745, 0.2653, -0.4783]], "mulliken_charge": [0.562, 0.207, 0.326, 0.397, -0.612, -0.232, -0.202, -0.089, -0.355], "orbital_gap_ev": 8.67, "homo_energy_ev": -8.886, "total_charge": 0}



It comes down to A, which is 0.0910 hartree more stable than the next structure.



## A
{"formula": "C3H8N2O2S", "method": "ωB97M-V/def2-TZVPD", "elements": ["H", "N", "C", "N", "S", "O", "C", "C", "O", "H", "H", "H", "H", "H", "H", "H"], "coordinates": [[0.4000, 1.7716, -0.8111], [1.2587, 1.2346, -0.7172], [1.1412, 0.3729, 0.2175], [2.1932, -0.5087, 0.5955], [3.7195, -0.4841, -0.0840], [0.0888, 0.0606, 1.0280], [-1.1837, 0.5554, 0.6680], [-1.7398, -0.1419, -0.5488], [-1.8574, -1.5227, -0.3655], [1.8847, -1.2912, 1.1760], [3.3499, -0.8583, -1.3619], [-1.1469, 1.6686, 0.5775], [-1.8378, 0.4826, 1.5750], [-1.1166, 0.0509, -1.4094], [-2.6781, 0.3367, -0.8789], [-2.4757, -1.7271, 0.3393]], "mulliken_charge": [0.264, -0.683, 0.727, -0.304, -0.146, -0.398, -0.631, -0.397, -0.492, 0.271, 0.132, 0.367, 0.308, 0.327, 0.332, 0.322], "orbital_gap_ev": 9.62, "homo_energy_ev": -8.988, "total_charge": 0, "smiles": "[H]/N=C(/NS)OCCO"}



## B
{"formula": "C3H8N2O2S", "method": "ωB97M-V/def2-TZVPD", "elements": ["N", "C", "S", "C", "O", "O", "H", "H", "H", "H", "H", "C", "N", "H", "H", "H"], "coordinates": [[-0.0281, 2.5323, 0.5573], [0.1352, 1.1211, 0.8522], [-0.6859, 0.5278, 2.2785], [1.1703, 0.4132, 0.3172], [1.7265, 0.8268, -0.8144], [1.7124, -0.7716, 0.8153], [-1.0151, 2.7241, 0.5728], [0.4220, 2.7604, -0.3159], [0.3275, 0.2476, 3.0739], [2.3765, 0.1064, -1.0447], [1.2005, -0.9694, 1.5860], [-1.4085, -2.2309, -1.3895], [-1.3736, -1.3487, -2.2671], [-1.9202, -2.2262, -0.5041], [-1.0914, -3.2717, -1.7381], [-1.5481, -0.4413, -1.9794]], "mulliken_charge": [-0.575, 0.412, -0.324, 0.351, -0.504, -0.491, 0.222, 0.245, 0.091, 0.356, 0.210, -0.267, -0.512, 0.302, 0.210, 0.273], "orbital_gap_ev": 8.17, "homo_energy_ev": -7.715, "total_charge": 0, "smiles": "NC(S)=C(O)O.C=N"}



It comes down to A, which is 0.0454 hartree more stable than the next structure.



## A
{"formula": "C8H10O", "method": "ωB97M-V/def2-TZVPD", "elements": ["C", "C", "O", "C", "C", "C", "C", "C", "C", "H", "H", "H", "H", "H", "H", "H", "H", "H", "H"], "coordinates": [[2.1154, -1.6440, -0.0422], [1.2645, -0.6657, -0.1370], [1.5508, 0.6845, 0.0571], [0.5888, 1.3832, -0.5530], [-0.5465, 2.1271, 0.1157], [-0.8354, 0.6125, 0.0762], [-1.2649, 0.3051, 1.3740], [-0.1874, -0.6604, -0.5302], [-0.8208, -1.5586, -1.2578], [3.1532, -1.5462, 0.2223], [1.7530, -2.6255, -0.2611], [0.7750, 1.6025, -1.6176], [-0.4404, 2.3503, 1.1765], [-1.0109, 2.8408, -0.5502], [-1.7725, -0.6412, 1.4510], [-1.9524, 1.0369, 1.8286], [-0.3866, 0.2261, 2.0040], [-1.8115, -1.4975, -1.6870], [-0.1716, -2.3298, -1.6691]], "mulliken_charge": [-1.075, 0.517, -0.423, -0.018, -0.717, 0.764, -1.887, 0.560, -0.932, 0.322, 0.262, 0.309, 0.355, 0.220, 0.379, 0.364, 0.424, 0.329, 0.249], "orbital_gap_ev": 7.46, "homo_energy_ev": -6.962, "total_charge": 0, "smiles": "C=C1O[C@@H]2C[C@@]2(C)C1=C"}



## B
{"formula": "C8H10O", "method": "ωB97M-V/def2-TZVPD", "elements": ["C", "C", "C", "C", "C", "C", "C", "O", "C", "H", "H", "H", "H", "H", "H", "H", "H", "H", "H"], "coordinates": [[-1.5980, 1.3849, 0.0346], [-0.6150, 0.5196, 0.2994], [-0.6564, -0.4248, 1.4063], [0.4551, -0.8339, 2.0224], [1.6874, -0.3177, 1.5857], [1.8198, 0.3630, 0.4225], [0.6726, 0.3450, -0.5217], [0.5429, -0.7710, -1.2543], [-0.5253, -0.7861, -2.1286], [-1.5620, 2.0538, -0.8340], [-2.5348, 1.3946, 0.5739], [-1.6862, -0.7147, 1.5995], [0.5047, -1.6994, 2.7402], [2.5533, -0.5312, 2.2752], [2.6187, 1.0308, 0.1298], [0.7995, 1.2363, -1.1702], [-0.0975, -1.1831, -3.1570], [-0.9526, 0.2549, -2.3087], [-1.4264, -1.3210, -1.7150]], "mulliken_charge": [-0.920, 0.525, -0.638, -0.293, -0.241, -0.795, 0.347, -0.355, -0.608, 0.296, 0.290, 0.302, 0.313, 0.314, 0.358, 0.315, 0.258, 0.270, 0.262], "orbital_gap_ev": 8.48, "homo_energy_ev": -8.403, "total_charge": 0, "smiles": "C=C1C=CC=C[C@H]1OC"}



It comes down to B, which is 0.1437 hartree more stable than the next structure.